(1)
Entry from the OMol25 dataset: a cluster of 2 separate species, C2H8NS in total (the ωB97M-V functional and the def2-TZVPD basis).

Properties
Energy relative to the best compared isomer or geometry (same formula, charge and spin) = 99.6 kcal/mol
Multiplicity = 1
Charge = +1
HOMO level (alpha / beta) = -13.9 / -13.9 eV
DFT total energy = -533.52124 a.u.
LUMO level (alpha / beta) = -5.0 / -5.0 eV
Kohn-Sham gap (alpha / beta) = 8.92 / 8.92 eV

CARTESIAN COORDINATES (ANGSTROEM)
C: -0.654 0.060 1.363
C: 0.625 0.773 -0.652
N: -0.279 -0.230 0.010
S: 2.234 0.146 -0.851
H: -1.349 0.936 1.618
H: -1.326 -0.765 1.869
H: 0.238 0.339 1.875
H: -0.100 1.168 -2.360
H: 0.608 1.754 -0.336
H: -1.182 -0.500 -0.565
H: 0.313 -1.130 0.104
H: 3.022 1.070 -0.149

---

(2)
Entry from the OMol25 dataset: the molecule C4H3N3O (the ωB97M-V functional and the def2-TZVPD basis).

Properties
Energy relative to the best compared isomer or geometry (same formula, charge and spin) = 64.9 kcal/mol
Multiplicity = 1
Charge = 0
Structure (SMILES) = O=c1cncncn1
HOMO level = -9.9 eV
DFT total energy = -393.61599 a.u.
LUMO level = -1.6 eV
Kohn-Sham gap = 8.31 eV

CARTESIAN COORDINATES (ANGSTROEM)
C: -0.453 -1.136 0.393
C: 0.679 -0.396 0.966
C: 0.250 1.755 0.133
C: 0.103 0.121 -1.616
H: 1.621 -0.956 1.286
H: -0.072 2.693 0.255
H: 0.320 0.154 -2.687
N: 0.656 0.996 1.250
N: 0.352 1.430 -1.150
N: -0.432 -0.923 -0.993
O: -1.172 -1.810 1.017

---

(3)
Entry from the OMol25 dataset: a structure of composition C35H32N7O6SSbSe4Tc (the ωB97M-V functional and the def2-TZVPD basis).

Properties
Energy relative to the best compared isomer or geometry (same formula, charge and spin) = 83.7 kcal/mol
Multiplicity = 1
Charge = +1
HOMO level (alpha / beta) = -10.1 / -10.1 eV
DFT total energy = -12512.27710 a.u.
LUMO level (alpha / beta) = -5.4 / -5.4 eV
Kohn-Sham gap (alpha / beta) = 4.65 / 4.65 eV

CARTESIAN COORDINATES (ANGSTROEM)
Tc: -1.384 0.091 -1.971
C: 6.824 1.184 3.850
O: 5.969 1.843 2.926
C: 4.789 2.317 3.393
C: 4.351 2.170 4.700
C: 3.092 2.647 5.057
C: 2.262 3.215 4.115
C: 2.738 3.438 2.821
C: 3.996 3.003 2.467
N: 0.926 3.536 4.560
N: -0.055 3.380 3.824
C: 0.031 2.749 2.532
C: -0.529 3.397 1.475
C: -0.452 2.841 0.182
C: 0.138 1.641 -0.032
O: 0.040 1.076 -1.333
C: 0.763 0.945 1.038
N: 1.454 -0.192 0.773
C: 1.920 -0.872 1.785
C: 1.689 -0.530 3.138
C: 1.039 0.632 3.411
C: 0.608 1.457 2.344
H: 7.704 0.894 3.287
H: 6.344 0.295 4.264
H: 7.115 1.853 4.662
H: 4.966 1.691 5.446
H: 2.729 2.523 6.070
H: 2.136 3.987 2.108
H: 4.390 3.176 1.474
H: -1.000 4.359 1.630
H: -0.891 3.365 -0.660
H: 2.499 -1.759 1.539
H: 2.012 -1.192 3.930
H: 0.836 0.929 4.432
Se: 1.877 0.111 -7.260
Sb: -0.245 -0.685 -6.689
Se: -0.212 -2.509 -4.898
Se: -0.780 -0.489 -3.983
Se: -2.197 -0.718 -7.984
N: 1.968 -9.215 2.746
C: 1.975 -8.238 2.141
C: 1.973 -7.002 1.389
C: 3.169 -6.447 0.949
C: 3.163 -5.265 0.231
C: 1.962 -4.623 -0.039
C: 0.765 -5.169 0.408
C: 0.770 -6.360 1.110
N: 1.959 -3.403 -0.766
C: 3.030 -2.553 -0.969
C: 2.552 -1.513 -1.693
N: 1.214 -1.701 -1.979
C: 0.895 -2.832 -1.409
H: 4.104 -6.946 1.164
H: 4.095 -4.861 -0.136
H: -0.175 -4.667 0.227
H: -0.160 -6.793 1.451
H: 4.011 -2.738 -0.573
H: 3.080 -0.646 -2.054
H: -0.072 -3.307 -1.473
C: -6.645 -0.081 -1.308
N: -5.400 0.747 -1.366
C: -5.699 2.156 -0.981
C: -4.772 0.604 -2.742
C: -3.795 1.674 -3.146
C: -4.321 2.788 -3.807
C: -3.515 3.795 -4.310
C: -2.139 3.688 -4.176
C: -1.595 2.581 -3.535
C: -2.408 1.579 -3.017
H: -7.012 -0.092 -0.285
H: -6.411 -1.096 -1.618
H: -7.389 0.351 -1.971
H: -4.779 0.350 -0.637
H: -6.419 2.572 -1.680
H: -4.782 2.735 -1.005
H: -6.110 2.155 0.026
H: -5.602 0.612 -3.446
H: -4.337 -0.391 -2.775
H: -5.394 2.847 -3.961
H: -3.956 4.639 -4.822
H: -1.481 4.440 -4.591
H: -0.519 2.492 -3.469
O: -3.952 -0.753 0.617
S: -2.655 -0.540 0.040
O: -1.501 -1.030 0.725
O: -2.630 -1.256 -1.446
O: -2.549 0.916 -0.460

---

(4)
Entry from the OMol25 dataset: a structure of composition C19H42F6IrN4O5S3Sb (the ωB97M-V functional and the def2-TZVPD basis).

Properties
Energy relative to the best compared isomer or geometry (same formula, charge and spin) = 0.0 kcal/mol
Multiplicity = 2
Charge = +3
Expectation value of S² = 0.752
HOMO level (alpha / beta) = -16.4 / -16.3 eV
DFT total energy = -3481.61352 a.u.
LUMO level (alpha / beta) = -9.3 / -9.3 eV
Kohn-Sham gap (alpha / beta) = 7.10 / 7.07 eV

CARTESIAN COORDINATES (ANGSTROEM)
Ir: 0.174 1.222 0.558
C: 1.182 -1.617 1.816
N: 0.498 -1.146 3.008
C: -0.388 -2.114 3.649
C: 0.530 0.150 3.370
N: 0.734 1.106 2.456
N: 0.351 0.487 4.654
C: -0.023 1.846 5.040
C: 0.797 -0.362 5.764
H: 1.562 -2.620 2.012
H: 2.021 -0.969 1.578
H: 0.506 -1.664 0.954
H: -1.004 -2.583 2.879
H: -1.046 -1.619 4.356
H: 0.176 -2.891 4.165
H: 1.108 1.956 2.854
H: 0.854 2.474 5.215
H: -0.590 1.794 5.968
H: -0.653 2.298 4.278
H: 1.320 -1.236 5.391
H: -0.046 -0.673 6.380
H: 1.487 0.211 6.382
C: -4.101 -4.313 -1.260
C: -3.277 -3.130 -0.746
Sb: -2.425 -2.319 -2.538
C: -0.704 -3.327 -3.231
C: -0.864 -4.847 -3.187
C: -3.857 -1.971 -4.059
C: -5.151 -1.328 -3.570
H: -4.692 -4.689 -0.423
H: -3.480 -5.136 -1.613
H: -4.817 -4.037 -2.036
H: -2.430 -3.420 -0.126
H: -3.863 -2.358 -0.249
H: 0.117 -2.976 -2.606
H: -0.548 -2.952 -4.244
H: -0.980 -5.220 -2.169
H: 0.033 -5.304 -3.602
H: -1.706 -5.195 -3.788
H: -4.019 -2.967 -4.483
H: -3.329 -1.381 -4.809
H: -5.660 -1.941 -2.826
H: -5.826 -1.218 -4.419
H: -4.990 -0.339 -3.145
C: 4.986 0.765 0.450
C: 5.081 0.820 -1.073
C: 3.952 0.119 -1.817
S: 2.291 0.818 -1.802
O: 1.847 0.531 -0.322
C: 2.573 2.587 -2.065
C: 2.946 3.481 -0.886
C: 1.751 3.855 -0.023
H: 5.740 1.411 0.898
H: 5.168 -0.248 0.812
H: 4.007 1.078 0.815
H: 5.991 0.309 -1.394
H: 5.191 1.844 -1.433
H: 3.787 -0.896 -1.448
H: 4.161 0.045 -2.889
H: 1.656 2.939 -2.542
H: 3.349 2.576 -2.837
H: 3.370 4.391 -1.316
H: 3.731 3.033 -0.279
H: 0.923 4.244 -0.616
H: 2.009 4.589 0.737
H: 1.408 2.950 0.516
F: -4.091 2.529 1.160
C: -3.113 1.732 1.474
F: -3.193 1.336 2.721
F: -1.932 2.434 1.330
S: -3.091 0.224 0.388
O: -1.812 -0.411 0.633
O: -4.297 -0.484 0.615
N: -3.101 0.877 -1.105
S: -1.839 0.891 -1.969
O: -1.475 -0.467 -2.541
O: -0.669 1.578 -1.439
C: -2.302 1.851 -3.495
F: -2.683 3.046 -3.136
F: -1.222 1.891 -4.247
F: -3.270 1.198 -4.109